Molecular formula: C4H8N2O
Method: DFT, the ωB97M-V functional and the def2-TZVPD basis

Results
- energy relative to the best compared isomer or geometry (same formula, charge and spin) (kcal/mol) = 36.80
- E_HOMO (Eh) = -0.3764
- lowest unoccupied orbital energy (eV) = 0.75
- gap between HOMO and LUMO (eV) = 10.990
- total charge = 0
- SMILES = N#C[C@@H](N)CCO

XYZ file:
```
15
Properties=species:S:1:pos:R:3:forces:R:3
N -0.70031 2.47412 0.58666 -0.1 -1.1 -0.1
C -0.77314 1.32341 0.49019 0.1 1.0 0.1
C -0.79170 -0.15350 0.41469 0.2 0.1 0.0
N -2.11313 -0.59114 -0.02344 -0.1 -0.2 0.2
C 0.27727 -0.66220 -0.56947 0.0 0.0 0.0
C 1.56492 0.15867 -0.56908 -0.1 -0.1 -0.3
O 2.09135 0.31286 0.73727 0.0 0.3 0.2
H -0.51569 -0.49712 1.42418 -0.1 0.1 -0.2
H -2.10494 -1.60058 -0.13780 0.0 0.1 0.0
H -2.81423 -0.37466 0.67868 0.1 0.0 -0.1
H -0.15677 -0.65463 -1.57621 0.1 0.0 0.1
H 0.50375 -1.70232 -0.30457 -0.1 0.1 0.0
H 1.37792 1.13583 -1.03452 0.1 -0.2 0.1
H 2.31896 -0.35637 -1.17401 -0.1 0.1 0.1
H 1.83574 1.18764 1.05743 0.1 -0.2 0.0
```
Forces are in eV/Å.